w:
Here is a 8-piece molecular cluster, C37H77N2O7 overall from the OMol25 dataset. Energies are from ωB97M-V/def2-TZVPD.

```
123
Properties=species:S:1:pos:R:3:mulliken_charge:R:1
C -7.01620 2.97359 3.05009 -1.176
N -6.08775 2.91611 1.90027 0.173
C -4.93142 2.14756 1.98576 -0.165
C -4.02871 2.13334 1.00835 0.002
C -4.30564 2.89235 -0.27273 0.652
C -5.48521 3.68533 -0.26601 -0.850
C -6.30672 3.73060 0.84498 -0.117
C -3.40277 2.75667 -1.49852 1.163
C -2.56204 1.54431 -1.64211 -0.146
C -1.54750 1.63074 -2.51661 -0.750
N -1.39511 2.72501 -3.37947 0.371
C -2.38778 3.77604 -3.38811 -0.905
C -3.30627 3.86837 -2.40754 -0.893
C -0.07183 3.05110 -3.62188 -0.797
H -7.76204 3.60023 2.85554 0.495
H -6.43358 3.29336 3.84479 0.485
H -7.68512 1.99030 3.04839 0.290
H -4.71527 1.66242 3.05452 -0.281
H -3.13289 1.41701 1.04500 0.574
H -5.64579 4.27882 -1.18980 0.431
H -7.16527 4.37329 0.82925 0.391
H -2.51282 0.74002 -0.85933 0.073
H -0.95275 0.79442 -2.61445 0.660
H -2.45196 4.49596 -4.06039 0.554
H -3.77545 4.77887 -2.43604 0.424
H 0.43152 2.21634 -4.34154 0.188
H 0.57038 3.06535 -2.71582 0.189
H -0.02282 3.99951 -4.07492 0.514
C 0.28733 0.18963 0.12787 -0.096
O -0.96833 0.49863 0.76108 -0.683
H 0.10219 -0.78169 -0.43668 0.108
H 1.02997 0.08941 0.94833 0.108
H 0.75210 0.98621 -0.53568 -0.213
C -3.68202 -1.52897 1.25489 -0.780
C -3.36985 -1.26982 2.66917 -0.457
O -4.44856 -0.62898 3.30939 -0.350
C -4.20756 -0.29267 4.62098 -0.491
C -5.45437 0.12363 5.18559 -0.725
H -4.09609 -0.53091 0.76319 -0.083
H -4.55532 -2.17931 1.36694 0.479
H -2.89491 -1.96254 0.67133 0.205
H -2.55834 -0.59392 2.59397 0.175
H -3.03149 -2.06533 3.22645 0.844
H -3.53519 0.36558 4.67143 0.462
H -3.74455 -1.28643 5.00358 0.334
H -6.29949 -0.66819 4.96794 0.220
H -5.85511 1.03646 4.72467 -0.018
H -5.25023 0.08534 6.30486 0.378
C -0.89745 5.30599 0.34490 -1.587
C -0.22601 3.98230 0.56855 1.111
O 1.07225 4.15206 1.00387 -0.455
C 1.74964 3.02563 1.29284 1.301
C 3.05471 3.39849 1.79397 -1.775
H -0.70428 6.07972 1.02850 0.454
H -1.84470 5.27410 -0.02444 0.350
H -0.29504 5.82924 -0.50730 0.306
H -0.33616 3.53169 -0.47414 -0.373
H -0.73119 3.37616 1.45275 0.055
H 2.02076 2.39628 0.41430 -0.392
H 1.26444 2.29039 2.01835 -0.135
H 3.66457 3.99279 1.07088 0.338
H 3.60559 2.57361 1.93384 0.593
H 3.08561 4.08272 2.80731 0.280
C 8.30917 -1.64298 0.61258 -1.545
C 6.98998 -1.98329 -0.01739 -0.801
O 6.01483 -1.22405 0.50759 -0.441
C 4.76858 -1.34242 -0.05625 0.080
C 3.89008 -0.42768 0.57941 -0.274
H 8.38681 -1.80340 1.63653 0.362
H 8.54581 -0.53100 0.27453 0.217
H 9.11440 -2.06343 0.34030 0.646
H 6.86351 -2.99420 -0.08180 0.546
H 6.99176 -1.72990 -0.94221 0.621
H 4.70643 -2.35758 0.31212 0.225
H 5.00941 -1.29518 -1.16675 -0.016
H 2.94002 -0.27402 0.00073 -0.291
H 4.27921 0.74644 0.64177 0.119
H 3.71056 -0.63798 1.59943 0.479
C 0.37631 -1.21700 -4.37713 -2.078
C 1.45778 -0.67465 -3.48588 1.429
O 2.20923 0.27879 -4.26443 -0.520
C 3.34296 0.98893 -3.63746 0.227
C 4.02493 1.76372 -4.59801 -1.915
H -0.03691 -1.96337 -3.66755 0.361
H 0.87429 -1.81846 -5.06579 0.471
H -0.17310 -0.55434 -4.78229 0.760
H 2.35546 -1.38034 -3.43223 -0.097
H 1.14325 -0.50954 -2.44677 -0.510
H 4.03558 0.48886 -3.23144 0.530
H 2.77024 1.50908 -2.84347 -0.044
H 4.28742 1.15908 -5.42510 0.381
H 4.96006 2.21801 -4.17035 0.345
H 3.60986 2.46348 -5.11126 0.600
C -0.80403 -5.79835 3.43505 -1.277
C -0.49874 -4.51453 2.60673 -0.438
O -0.23404 -3.40130 3.42045 -0.428
C 0.25147 -2.28426 2.89507 1.015
C -0.03120 -1.28288 3.84904 -1.299
H -1.65929 -5.61157 3.82138 0.448
H 0.01206 -5.96966 4.19786 0.267
H -1.02763 -6.70120 2.74346 0.327
H -1.08974 -4.15220 1.90193 0.533
H 0.34686 -4.52904 1.91133 0.253
H -0.34424 -2.02403 1.94430 -0.289
H 1.34751 -2.13891 2.75991 0.188
H 0.60036 -1.15096 4.74970 0.370
H -1.02491 -1.54930 4.24423 0.194
H -0.05028 -0.18674 3.64235 0.124
C 1.74604 -4.88531 -5.01083 -0.957
C 2.50377 -4.29166 -3.86220 -0.123
O 1.67421 -4.22808 -2.68376 -0.331
C 2.41017 -3.71914 -1.53775 0.287
C 1.45182 -3.41543 -0.59561 -1.055
H 1.33120 -5.78898 -4.30275 0.250
H 2.27409 -5.11362 -5.98541 0.313
H 0.83325 -4.17867 -5.21549 0.205
H 2.66161 -3.29473 -4.05119 0.238
H 3.44442 -4.93010 -3.53568 0.256
H 2.93244 -2.87832 -2.11273 0.025
H 3.12896 -4.58492 -1.23431 0.211
H 1.16178 -4.27364 -0.16086 0.492
H 0.49079 -2.90956 -0.91029 0.039
H 1.78928 -2.81882 0.26950 0.257
```

Output
HOMO in eV: -9.021
Net charge: +1
LUMO energy in hartree: -0.2014
Kohn-Sham gap in eV: 3.541
Spin multiplicity: 1


x:
Here is a 8-piece molecular cluster, C37H77N2O7 overall from the OMol25 dataset. Energies are from ωB97M-V/def2-TZVPD.

```
123
Properties=species:S:1:pos:R:3:mulliken_charge:R:1
C 0.25858 4.76536 4.16880 -1.008
N -0.55712 3.90816 3.17827 0.535
C 0.24137 3.04791 2.55875 -0.780
C -0.13723 1.85086 2.10047 1.065
C -1.61251 1.50868 2.39625 0.716
C -2.35516 2.44694 3.20459 -0.736
C -1.79584 3.62114 3.60118 -0.746
C -2.11001 0.14857 1.85818 1.126
C -1.26061 -0.93499 1.40336 0.301
C -1.87869 -1.87789 0.67516 -0.236
N -3.22184 -1.86160 0.59435 0.585
C -4.13716 -0.96546 1.08060 -0.927
C -3.58505 0.08877 1.65483 -1.314
C -3.78943 -3.23497 0.40038 -0.663
H -0.24273 5.29873 4.84433 0.601
H 0.81358 5.45762 3.66748 0.221
H 1.11261 4.01697 4.57466 0.317
H 1.35727 3.39063 2.44009 0.160
H 0.59644 1.11734 1.57741 -0.545
H -3.35974 2.21309 3.24557 0.587
H -2.42106 4.25322 4.13572 0.509
H -0.08016 -0.83371 1.48675 -0.040
H -1.30952 -2.65381 0.19785 0.283
H -5.25741 -1.01792 0.78606 0.267
H -4.28350 0.74258 1.90962 0.635
H -3.36436 -3.82247 -0.36538 0.132
H -4.91736 -3.29622 0.31009 0.412
H -3.39404 -3.95923 1.35192 0.101
C 1.56716 -1.23541 -1.07136 -1.089
O 0.77715 -0.14331 -0.63099 -0.164
H 0.89933 -1.96815 -1.49796 -0.039
H 2.06246 -1.74734 -0.33850 0.341
H 2.42367 -1.11832 -1.68574 0.351
C 3.28282 5.87595 1.55984 -1.757
C 2.67270 5.78353 0.16243 -0.085
O 1.53719 5.01642 0.28190 -0.126
C 0.85299 4.87266 -1.02472 -0.888
C -0.10490 3.81830 -0.92813 0.450
H 2.67726 6.37075 2.26016 0.395
H 4.20976 6.39804 1.46766 0.443
H 3.39259 5.06229 2.08749 0.459
H 3.26381 5.03275 -0.63658 0.209
H 2.60607 6.76549 -0.25399 0.393
H 1.64616 4.67162 -1.72290 0.404
H 0.30461 5.77133 -1.12063 0.416
H -0.62790 3.63612 -1.98612 0.159
H -0.93286 3.87865 0.03143 0.110
H 0.43374 2.82054 -0.72145 -0.463
C 1.09459 -3.63641 2.27567 -1.027
C 0.35002 -3.57176 3.66698 -0.692
O -0.59980 -4.58763 3.58174 -0.178
C -1.41819 -4.32596 4.68137 0.194
C -2.06215 -5.64134 4.71107 -1.623
H 0.40814 -3.13275 1.30298 -0.294
H 1.40546 -4.61151 1.85527 0.504
H 2.06188 -3.31133 2.40952 0.751
H -0.07826 -2.61489 3.76937 0.357
H 1.13804 -3.76356 4.49790 0.353
H -1.91115 -3.39189 4.23607 0.097
H -0.78516 -4.08062 5.63871 0.304
H -2.77730 -5.33443 5.38621 0.497
H -1.57418 -6.32242 5.07534 0.543
H -2.55205 -6.07794 3.72418 0.171
C 1.73274 0.26944 4.63504 -1.265
C 2.64633 -0.07034 3.50626 -0.619
O 2.95769 1.10477 2.80500 -0.473
C 3.50379 0.93406 1.56266 0.316
C 3.77111 2.19437 0.82097 -1.064
H 0.77846 0.84002 4.38467 0.103
H 2.33615 0.80921 5.23398 0.529
H 1.43971 -0.58348 5.38834 0.275
H 2.17724 -0.89243 2.74637 -0.178
H 3.41102 -0.35378 3.89132 1.431
H 2.84492 0.16164 1.02124 -0.353
H 4.45391 0.42950 1.60169 0.532
H 4.26357 3.07736 1.29504 0.316
H 2.72177 2.56857 0.39195 -0.025
H 4.20200 2.10507 -0.13704 0.465
C -2.33379 0.93064 -1.79425 -1.226
C -1.75174 -0.08780 -2.84275 2.143
O -2.52065 -0.08807 -3.98436 -0.492
C -1.72241 -0.70305 -4.98429 0.696
C -2.62704 -0.93902 -6.14699 -1.629
H -2.55457 1.81357 -2.36062 0.523
H -1.81925 0.91578 -0.95734 -0.290
H -3.22198 0.42451 -1.47687 0.399
H -1.76669 -1.11164 -2.23854 -0.795
H -0.70599 0.14239 -3.01768 -0.444
H -1.33256 -1.72127 -4.79943 -0.117
H -0.87343 -0.07359 -5.16648 0.010
H -2.09546 -1.39730 -6.98514 0.360
H -3.29455 -0.02383 -6.30870 0.313
H -3.16571 -1.55220 -5.69414 0.538
C 3.95321 1.44208 -3.42844 -1.660
C 2.53517 1.82513 -3.30669 1.014
O 2.28273 2.55477 -4.51416 -0.463
C 0.93034 2.90150 -4.74154 1.292
C 0.80697 3.35752 -6.11077 -1.943
H 4.19556 0.94390 -2.42411 0.342
H 4.64998 2.28372 -3.24577 0.389
H 4.25530 0.67873 -4.10605 0.418
H 2.43108 2.27868 -2.22777 -0.360
H 2.03077 0.90893 -3.52073 0.097
H 0.47417 3.70499 -4.10872 -0.079
H 0.25863 1.95880 -4.81117 -0.441
H -0.13450 3.49800 -6.19264 0.650
H 1.29297 2.64945 -6.74192 0.400
H 1.50219 4.26522 -6.26507 0.300
C -0.91573 -6.09129 0.35216 -0.746
C -0.38898 -5.31036 -0.82541 0.061
O -1.54253 -4.95600 -1.54000 -0.338
C -1.23879 -4.30161 -2.84011 -0.159
C -2.47460 -3.76234 -3.33450 -1.153
H 0.03942 -6.48449 0.85871 0.298
H -1.45711 -6.98671 -0.09650 0.420
H -1.19635 -5.14247 1.04047 -0.145
H 0.37076 -5.87617 -1.33619 0.611
H 0.17319 -4.34276 -0.34437 -0.334
H -0.74187 -5.08917 -3.34105 0.624
H -0.27775 -3.60632 -2.78915 -0.020
H -2.98843 -3.05319 -2.70374 0.176
H -3.09632 -4.55417 -3.43582 0.630
H -2.13707 -3.39318 -4.39040 0.105
```

Output
HOMO in eV: -8.940
Net charge: +1
LUMO energy in hartree: -0.1850
Kohn-Sham gap in eV: 3.906
Spin multiplicity: 1


Of them, w has the highest stability.